No. 1
DFT (ωB97M-V/def2-TZVPD) results for C31H55BrCrNP3 as an isolated structure in a non-equilibrium geometry.

Last column: Löwdin charge in e.
CARTESIAN COORDINATES (ANGSTROEM)
N -5.89 -2.44 3.97  0.0779
C -5.22 -1.51 4.64  -0.1149
C -4.92 -0.27 4.07  0.0090
C -5.30 -0.05 2.72  -0.2094
C -6.05 -1.05 2.04  -0.0044
C -6.30 -2.25 2.72  -0.1085
C -4.81 1.05 1.94  0.0149
Cr 0.17 1.09 -1.08  0.1257
P 3.25 0.30 -1.93  0.8928
C -4.67 0.95 0.58  -0.0195
C -3.77 1.74 -0.19  -0.2174
C -3.70 1.45 -1.60  0.0149
C -2.47 1.60 -2.23  -0.0615
C -1.49 2.11 -1.37  -0.3038
C -1.74 3.02 -0.34  -0.0547
C -2.84 2.61 0.43  -0.0004
Br 1.08 2.35 -2.95  0.4171
H -4.63 1.98 2.44  0.1271
H -5.24 0.23 0.00  0.1145
H -4.30 0.46 4.61  0.1169
H -6.36 -0.96 0.98  0.1156
H -4.82 -1.76 5.62  0.1182
H -6.78 -3.08 2.19  0.1220
H -4.56 0.91 -2.00  0.1446
H -2.97 2.89 1.47  0.1298
H -2.28 1.43 -3.30  0.1267
H -1.07 3.86 -0.16  0.1389
P -0.36 -1.26 -1.04  0.9262
C 4.00 1.98 -1.54  -0.4516
C 4.75 2.83 -2.55  -0.1369
H 4.62 1.74 -0.67  0.0602
H 3.11 2.53 -1.17  0.0021
H 5.19 3.68 -2.00  0.0851
H 5.58 2.30 -3.03  0.0667
H 4.08 3.29 -3.30  0.0687
C 3.16 -0.02 -3.77  -0.4505
C 4.35 0.09 -4.70  -0.1273
H 2.34 0.66 -4.08  -0.0389
H 2.76 -1.05 -3.79  0.0608
H 3.98 0.04 -5.74  0.0859
H 4.93 1.02 -4.61  0.0629
H 5.01 -0.79 -4.58  0.0722
C 4.51 -0.92 -1.38  -0.4303
C 5.98 -0.60 -1.66  -0.1266
H 4.21 -1.86 -1.88  0.0794
H 4.34 -1.03 -0.30  0.0495
H 6.58 -1.43 -1.28  0.0841
H 6.16 -0.51 -2.74  0.0645
H 6.32 0.30 -1.14  0.0745
C 0.30 -2.67 -0.07  -0.3783
C 1.64 -3.35 -0.36  -0.1090
H -0.47 -3.45 -0.21  0.0823
H 0.26 -2.38 0.99  0.0702
H 1.75 -4.19 0.35  0.0959
H 1.68 -3.78 -1.36  0.0787
H 2.51 -2.69 -0.24  0.0453
C -0.28 -1.94 -2.74  -0.3580
C -1.40 -1.43 -3.64  -0.1277
H -0.34 -3.03 -2.65  0.1047
H 0.70 -1.66 -3.15  0.0679
H -1.23 -1.78 -4.67  0.0974
H -2.38 -1.81 -3.34  0.0729
H -1.46 -0.34 -3.68  0.0448
C -2.18 -1.39 -0.58  -0.3481
C -2.79 -2.39 0.42  -0.0975
H -2.70 -1.52 -1.54  0.0640
H -2.43 -0.36 -0.27  0.0331
H -3.85 -2.54 0.13  0.0867
H -2.30 -3.38 0.43  0.0728
H -2.78 -1.99 1.45  0.0705
C 3.33 0.72 2.16  -0.1238
C 2.00 -0.02 2.02  -0.3463
P 0.60 0.92 1.27  0.9313
C -0.84 0.03 2.04  -0.3784
C -0.85 -0.22 3.54  -0.1139
C 0.61 2.54 2.12  -0.3653
C 1.04 2.51 3.59  -0.1105
H 3.98 0.54 1.30  0.0499
H 3.87 0.38 3.06  0.1008
H 3.22 1.80 2.26  0.0614
H 2.15 -0.94 1.45  0.0699
H 1.69 -0.33 3.03  0.0735
H -1.75 0.56 1.72  0.0670
H -0.87 -0.95 1.55  0.0143
H -1.26 0.65 4.08  0.0732
H -1.48 -1.09 3.77  0.0864
H 0.14 -0.43 3.96  0.0661
H 1.26 3.21 1.55  0.0927
H -0.40 2.97 2.04  0.0703
H 2.05 2.11 3.74  0.0631
H 1.01 3.54 3.97  0.0976
H 0.36 1.90 4.20  0.0594

The total charge is +2. The calculation puts the energy relative to the best compared isomer or geometry (same formula, charge and spin) at 0.0 kJ/mol. Its HOMO energy (alpha / beta) is -13.09 / -13.39 eV. The value obtained for the gap between HOMO and LUMO (alpha / beta) is 5.968 / 4.956 eV. As for the spin multiplicity: 5.

***

No. 2
DFT (ωB97M-V/def2-TZVPD) results for a 2-piece molecular cluster, C4H9NO2 overall.

Last column: Löwdin charge in e.
CARTESIAN COORDINATES (ANGSTROEM)
C -1.45 -1.83 -0.76  -0.0624
C -0.40 1.38 -0.30  -0.0593
O -0.52 2.68 -0.20  0.0278
C 0.14 0.91 1.04  -0.2144
N 1.07 -0.17 0.84  0.0101
C 2.08 0.02 -0.06  -0.3616
O 2.30 1.08 -0.61  0.0225
H -0.63 -2.52 -0.94  0.0163
H -2.29 -2.10 -1.41  0.0173
H -1.78 -1.91 0.28  0.0173
H -1.13 -0.81 -0.97  -0.0307
H -0.83 3.02 -1.05  0.1112
H 0.62 1.73 1.60  0.1219
H -0.69 0.53 1.64  0.1279
H 0.82 -1.11 1.11  0.1234
H 2.68 -0.89 -0.22  0.1326

The total charge is 0. The calculation puts the energy relative to the best compared isomer or geometry (same formula, charge and spin) at 340.6 kJ/mol. Its HOMO energy is -8.61 eV. The value obtained for the gap between HOMO and LUMO is 9.422 eV. As for the spin multiplicity: 1.

***

No. 3
DFT (ωB97M-V/def2-TZVPD) results for a 5-piece molecular cluster, C2H13O4S overall in a non-equilibrium geometry.

Last column: Löwdin charge in e.
CARTESIAN COORDINATES (ANGSTROEM)
C 1.10 1.98 -0.73  -0.1944
C 0.05 1.52 0.30  -0.7077
S 0.43 0.10 1.44  0.4159
H 1.92 2.51 -0.19  0.0579
H 1.40 1.03 -1.30  0.0743
H 0.52 2.80 -1.37  0.0934
H -0.27 2.40 1.00  0.0655
H -0.91 1.33 -0.13  -0.0021
H 2.37 -1.70 -0.25  -0.0085
H 2.58 -0.47 0.69  -0.0538
O 3.06 -1.07 0.05  -0.1746
H -2.26 -0.17 -0.71  0.0047
H -1.33 -1.30 -1.26  0.0142
O -2.16 -0.75 -1.50  -0.1483
H -1.76 -0.84 1.88  -0.0931
H -2.86 -1.17 0.95  0.0500
O -2.70 -0.65 1.82  -0.1486
H 0.15 -2.57 0.11  0.0986
H 0.48 -1.09 -0.15  -0.1392
O 0.20 -1.89 -0.66  -0.2040

The total charge is -1. The calculation puts the energy relative to the best compared isomer or geometry (same formula, charge and spin) at 94.9 kJ/mol. Its HOMO energy is -3.94 eV. The value obtained for the gap between HOMO and LUMO is 7.505 eV. As for the spin multiplicity: 1.